No. 1
Entry from OMol25: a molecular structure, C11H14BCaF3N6 at a distorted geometry (ωB97M-V/def2-TZVPD).

DFT total energy ... -1757.525261 Eh
Kohn-Sham gap (spin up / spin down) ... 4.12 / 5.98 eV

The geometry in ORCA input format:
```
! wB97M-V def2-TZVPD RIJCOSX def2/J DEFGRID3
* xyz 2 1
C 3.260 0.301 -0.214
N 1.975 0.369 -0.594
N 1.930 0.124 -1.952
C 3.197 -0.070 -2.404
C 4.079 0.031 -1.329
B 0.595 0.175 -2.805
N -0.465 -0.970 -2.528
N -1.184 -1.073 -1.355
C -2.024 -2.112 -1.485
C -1.879 -2.690 -2.763
C -0.888 -1.935 -3.387
Ca 0.000 0.000 0.000
N -0.096 1.525 -2.496
N -0.494 1.724 -1.216
C -1.064 2.938 -1.153
C -1.034 3.543 -2.428
C -0.408 2.608 -3.254
H -1.461 3.309 -0.208
H -0.164 2.632 -4.315
H -1.414 4.524 -2.708
H 0.909 0.104 -3.973
H -0.455 -2.008 -4.384
H 3.378 -0.258 -3.462
H -2.429 -3.534 -3.178
H 5.164 -0.066 -1.351
H -2.685 -2.381 -0.661
H 3.524 0.454 0.833
H -1.762 -0.680 1.772
C -1.973 -1.453 2.529
H -2.827 -2.066 2.199
H -1.086 -2.095 2.655
H -2.217 -0.970 3.489
F 1.494 1.879 2.332
C 0.594 0.832 2.285
F 1.258 -0.294 2.732
F -0.442 0.949 3.189
*
```

No. 2
Entry from OMol25: a molecular structure, C35H48AsBrF6Ge2IrN2OP (ωB97M-V/def2-TZVPD).

DFT total energy ... -11555.358159 Eh
Energy relative to the best compared isomer or geometry (same formula, charge and spin) ... 45.00 kJ/mol
Kohn-Sham gap (spin up / spin down) ... 7.79 / 5.36 eV

The geometry in ORCA input format:
```
! wB97M-V def2-TZVPD RIJCOSX def2/J DEFGRID3
* xyz 2 5
Ir -0.186 0.432 -0.187
C -0.493 -4.095 0.387
C -0.286 -2.818 -0.362
O -0.496 -1.720 0.194
N 0.084 -2.925 -1.644
C 0.229 -1.805 -2.562
C -1.084 -1.127 -2.842
C -1.877 -1.525 -3.904
C -3.112 -0.924 -4.099
C -3.519 0.056 -3.210
C -2.670 0.409 -2.179
N -1.471 -0.155 -1.997
H 0.018 -4.027 1.343
H -0.138 -4.963 -0.165
H -1.562 -4.213 0.575
H 0.216 -3.855 -2.008
H 0.659 -2.190 -3.484
H 0.931 -1.081 -2.150
H -1.526 -2.299 -4.572
H -3.742 -1.219 -4.927
H -4.476 0.549 -3.307
H -2.960 1.163 -1.460
F 1.148 -0.466 2.024
P 1.757 -1.395 3.328
F 1.926 -0.042 4.155
F 0.237 -1.542 3.830
F 3.225 -1.181 2.682
F 2.314 -2.287 4.498
F 1.560 -2.694 2.367
Br 0.197 6.643 -2.455
C 0.087 4.926 -1.765
C -0.058 4.739 -0.384
C -0.153 3.468 0.122
C -0.084 2.308 -0.710
C 0.081 2.559 -2.112
C 0.150 3.823 -2.632
H -0.108 5.597 0.272
H -0.286 3.366 1.190
H 0.143 1.720 -2.795
H 0.260 3.984 -3.696
C 3.049 0.597 -3.129
C 3.180 1.324 -1.799
As 2.367 0.457 -0.253
C 3.043 1.578 1.187
C 4.541 1.469 1.453
C 3.038 -1.370 -0.305
C 4.556 -1.492 -0.204
H 3.567 1.152 -3.910
H 2.008 0.499 -3.445
H 3.491 -0.400 -3.093
H 2.764 2.332 -1.849
H 4.230 1.433 -1.521
H 2.475 1.332 2.078
H 2.771 2.586 0.857
H 4.780 0.528 1.939
H 4.832 2.272 2.129
H 5.146 1.570 0.551
H 2.690 -1.758 -1.264
H 2.537 -1.913 0.492
H 5.080 -0.824 -0.890
H 4.846 -2.512 -0.458
H 4.897 -1.296 0.808
C -3.852 -1.411 0.468
Ge -3.417 -1.127 2.349
C -4.905 -0.385 3.348
C -2.568 -2.619 3.224
Ge -1.720 1.063 1.744
C -0.944 1.523 3.465
C 0.150 2.384 3.510
C 0.603 2.876 4.724
C -0.007 2.481 5.904
C -1.075 1.595 5.871
C -1.545 1.122 4.657
C -3.185 2.318 1.399
C -3.417 2.952 0.177
C -4.401 3.921 0.057
C -5.175 4.266 1.156
C -4.944 3.657 2.383
C -3.955 2.694 2.505
H -4.467 -2.315 0.422
H -2.956 -1.571 -0.126
H -4.428 -0.576 0.073
H -5.625 -1.207 3.423
H -5.381 0.445 2.834
H -4.630 -0.095 4.360
H -3.301 -3.431 3.178
H -2.341 -2.398 4.263
H -1.652 -2.914 2.724
H 0.670 2.670 2.606
H 1.450 3.550 4.749
H 0.360 2.850 6.853
H -1.539 1.270 6.792
H -2.372 0.424 4.653
H -2.793 2.742 -0.683
H -4.558 4.415 -0.894
H -5.946 5.018 1.062
H -5.527 3.941 3.249
H -3.766 2.258 3.477
*
```

No. 3
Entry from OMol25: C6H10O in the gas phase (ωB97M-V/def2-TZVPD).

DFT total energy ... -309.840325 Eh
Energy relative to the best compared isomer or geometry (same formula, charge and spin) ... 5.37 kJ/mol
Kohn-Sham gap ... 10.50 eV

The geometry in ORCA input format:
```
! wB97M-V def2-TZVPD RIJCOSX def2/J DEFGRID3
* xyz 0 1
O -1.602 0.023 -1.537
C -0.553 -0.766 -0.979
C 0.765 0.008 -0.982
C 0.702 1.140 0.040
C 0.562 0.565 1.451
C -0.462 -0.540 1.507
C -0.964 -1.136 0.426
H -1.268 0.376 -2.372
H -0.435 -1.692 -1.568
H 0.952 0.397 -1.993
H 1.594 -0.675 -0.755
H -0.179 1.753 -0.187
H 1.583 1.788 -0.030
H 1.531 0.172 1.794
H 0.285 1.356 2.159
H -0.795 -0.857 2.496
H -1.717 -1.914 0.529
*
```

No. 4
Entry from OMol25: 5 unconnected molecules or ions with the total composition C36H64F13NO10S7Si (ωB97M-V/def2-TZVPD).

DFT total energy ... -6592.276115 Eh
Kohn-Sham gap ... 8.21 eV

The geometry in ORCA input format:
```
! wB97M-V def2-TZVPD RIJCOSX def2/J DEFGRID3
* xyz 0 1
C 4.472 3.224 1.179
C 4.579 1.854 0.501
C 4.602 0.694 1.512
C 5.727 -0.311 1.305
N 5.684 -1.059 0.018
C 4.501 -1.940 -0.063
C 3.278 -1.231 -0.681
C 1.962 -1.550 0.039
C 0.914 -0.432 -0.092
Si -0.798 -1.083 0.325
C -1.973 0.273 0.876
C -3.343 -0.341 1.191
C -4.448 0.652 1.484
F -4.002 1.653 2.287
F -5.467 0.017 2.145
C -5.065 1.309 0.221
F -4.132 2.141 -0.304
F -5.309 0.345 -0.696
C -6.362 2.175 0.451
F -6.526 2.365 1.774
F -6.216 3.388 -0.094
C -7.694 1.516 -0.041
F -8.690 2.079 0.635
F -7.688 0.226 0.254
S -8.116 1.747 -1.883
F -9.639 1.432 -1.578
F -8.364 3.285 -1.619
F -6.592 2.031 -2.244
F -7.880 0.209 -2.198
F -8.484 1.976 -3.406
C -1.468 -1.837 -1.291
C -2.372 -3.001 -1.082
O -2.027 -4.067 -0.627
O -3.670 -2.763 -1.443
C 6.900 -1.785 -0.061
S 7.210 -3.228 0.637
S 8.197 -0.996 -0.899
C 7.412 0.290 -1.910
C 8.428 1.427 -2.150
C 8.048 2.705 -1.405
H 5.432 3.567 1.569
H 4.114 3.976 0.472
H 3.742 3.189 1.991
H 3.700 1.763 -0.143
H 5.449 1.815 -0.157
H 3.641 0.174 1.536
H 4.749 1.113 2.512
H 6.683 0.216 1.353
H 5.740 -1.039 2.126
H 4.259 -2.321 0.936
H 4.740 -2.805 -0.680
H 3.185 -1.591 -1.710
H 3.446 -0.160 -0.737
H 1.539 -2.459 -0.408
H 2.120 -1.777 1.096
H 1.178 0.442 0.510
H 0.878 -0.090 -1.134
H -0.664 -2.137 1.357
H -2.004 0.964 0.034
H -1.582 0.742 1.779
H -3.243 -0.886 2.134
H -3.676 -1.052 0.436
H -1.941 -1.041 -1.867
H -0.590 -2.198 -1.835
H -4.230 -3.318 -0.882
H 6.517 0.654 -1.418
H 7.154 -0.174 -2.862
H 8.565 1.602 -3.219
H 9.411 1.118 -1.780
H 8.139 2.531 -0.328
H 7.021 3.005 -1.620
H 8.729 3.523 -1.649
C -8.371 -1.216 -5.334
C -8.180 0.175 -5.955
C -7.076 0.055 -7.013
S -7.133 -1.644 -7.607
O -5.907 -2.303 -7.239
O -7.602 -1.670 -8.968
C -8.433 -2.192 -6.504
H -9.273 -1.268 -4.725
H -7.519 -1.457 -4.693
H -9.111 0.494 -6.429
H -7.923 0.916 -5.206
H -7.228 0.718 -7.860
H -6.086 0.215 -6.591
H -8.248 -3.228 -6.231
H -9.375 -2.108 -7.046
C -3.735 -3.369 6.938
C -4.657 -2.155 6.755
C -3.788 -0.989 6.264
S -2.416 -1.735 5.374
O -1.192 -1.451 6.075
O -2.539 -1.442 3.965
C -2.879 -3.436 5.677
H -4.300 -4.288 7.082
H -3.097 -3.225 7.812
H -5.420 -2.385 6.009
H -5.171 -1.894 7.679
H -4.316 -0.323 5.586
H -3.364 -0.419 7.088
H -1.976 -4.032 5.781
H -3.455 -3.776 4.817
C 11.006 -2.984 4.374
C 9.978 -2.772 5.495
C 9.471 -1.328 5.386
S 9.624 -0.879 3.650
O 10.594 0.179 3.529
O 8.316 -0.749 3.062
C 10.369 -2.413 3.111
H 11.258 -4.036 4.250
H 11.925 -2.442 4.605
H 9.146 -3.466 5.362
H 10.407 -2.961 6.478
H 8.429 -1.224 5.677
H 10.086 -0.633 5.954
H 11.075 -2.200 2.313
H 9.565 -3.049 2.739
C -1.629 5.156 -3.782
C -3.055 4.661 -3.499
C -3.017 3.128 -3.507
S -1.351 2.670 -3.008
O -0.700 2.004 -4.105
O -1.388 2.059 -1.701
C -0.715 4.337 -2.877
H -1.525 6.223 -3.589
H -1.373 4.977 -4.828
H -3.377 5.017 -2.518
H -3.766 5.036 -4.233
H -3.720 2.684 -2.806
H -3.177 2.718 -4.502
H 0.330 4.339 -3.177
H -0.807 4.640 -1.834
*
```

No. 5
Entry from OMol25: C6H13N in the gas phase (ωB97M-V/def2-TZVPD).

DFT total energy ... -291.135445 Eh
Energy relative to the best compared isomer or geometry (same formula, charge and spin) ... 61.18 kJ/mol
Kohn-Sham gap ... 9.71 eV

The geometry in ORCA input format:
```
! wB97M-V def2-TZVPD RIJCOSX def2/J DEFGRID3
* xyz 0 1
C -0.119 -0.277 0.128
C 0.626 -1.583 -0.213
C 0.063 0.044 1.618
C 1.680 1.310 -0.533
N 0.314 0.856 -0.683
C -1.597 -0.492 -0.110
C -2.422 0.396 -0.630
H 0.135 0.638 -1.658
H -1.964 -1.458 0.211
H 0.249 -2.403 0.393
H 1.691 -1.480 -0.021
H 0.483 -1.835 -1.264
H 1.112 0.012 1.900
H -0.476 -0.683 2.220
H -0.336 1.034 1.826
H 1.834 1.671 0.482
H 2.443 0.549 -0.754
H 1.832 2.146 -1.215
H -3.472 0.189 -0.757
H -2.076 1.367 -0.939
*
```

No. 6
Entry from OMol25: a molecular structure, C13H24BaClNO3 (ωB97M-V/def2-TZVPD).

DFT total energy ... -1275.858114 Eh
Energy relative to the best compared isomer or geometry (same formula, charge and spin) ... 0.00 kJ/mol
Kohn-Sham gap ... 6.76 eV

The geometry in ORCA input format:
```
! wB97M-V def2-TZVPD RIJCOSX def2/J DEFGRID3
* xyz 0 1
Ba 1.303 0.002 0.503
C -1.378 -1.813 2.504
O -0.364 -0.811 2.576
C -0.795 0.392 3.211
C -1.448 1.350 2.234
O -0.470 1.761 1.289
C -0.889 2.746 0.350
C 0.319 3.169 -0.463
O 0.845 2.105 -1.250
C 0.163 1.903 -2.490
H -1.529 -2.254 3.491
H -2.319 -1.398 2.137
H -1.037 -2.567 1.797
H -1.522 0.165 3.997
H 0.089 0.852 3.654
H -2.292 0.887 1.708
H -1.820 2.232 2.769
H -1.685 2.331 -0.281
H -1.299 3.601 0.898
H 0.018 4.006 -1.102
H 1.121 3.491 0.202
H 0.391 2.726 -3.171
H 0.510 0.955 -2.894
H -0.917 1.833 -2.344
C 2.512 -2.445 -1.669
C 1.037 -2.453 -1.920
C 0.298 -3.270 -2.747
C -1.053 -2.847 -2.620
C -1.044 -1.800 -1.725
C -2.166 -0.954 -1.214
N 0.228 -1.546 -1.286
H 3.012 -3.203 -2.275
H 2.794 -2.682 -0.634
H 2.996 -1.498 -1.938
H 0.686 -4.068 -3.362
H -1.923 -3.251 -3.117
H -3.136 -1.269 -1.600
H -2.051 0.102 -1.491
H -2.241 -0.982 -0.120
Cl 2.630 2.159 2.576
C 3.720 0.745 1.794
H 4.168 0.285 2.680
H 4.540 1.313 1.344
*
```

No. 7
Entry from OMol25: C3H7N3S in the gas phase at a distorted geometry (ωB97M-V/def2-TZVPD).

DFT total energy ... -680.776597 Eh
Energy relative to the best compared isomer or geometry (same formula, charge and spin) ... 539.91 kJ/mol
Kohn-Sham gap (spin up / spin down) ... 7.82 / 7.49 eV

The geometry in ORCA input format:
```
! wB97M-V def2-TZVPD RIJCOSX def2/J DEFGRID3
* xyz 0 1
C -0.183 -1.507 0.126
C 1.124 -1.268 0.118
C -1.235 -0.408 -0.050
N 3.062 0.342 -0.447
N -0.697 0.847 -0.489
N -1.404 1.833 0.112
S 1.689 0.364 0.359
H -0.754 -2.480 -0.011
H 1.996 -1.964 -0.158
H -1.925 -0.704 -0.853
H -1.907 -0.163 0.948
H 3.790 0.884 -0.044
H -2.183 1.498 0.614
H -1.373 2.727 -0.224
*
```

No. 8
Entry from OMol25: C3H6O3 in the gas phase (ωB97M-V/def2-TZVPD).

DFT total energy ... -343.604956 Eh
Energy relative to the best compared isomer or geometry (same formula, charge and spin) ... 130.21 kJ/mol
Kohn-Sham gap ... 11.28 eV

The geometry in ORCA input format:
```
! wB97M-V def2-TZVPD RIJCOSX def2/J DEFGRID3
* xyz 0 1
O -1.526 0.904 0.038
C -1.120 -0.442 0.195
C 0.390 -0.580 0.009
O 0.689 -0.644 -1.360
C 1.056 0.642 0.616
O 1.734 1.375 -0.066
H -1.194 1.205 -0.820
H -1.607 -1.119 -0.525
H -1.416 -0.738 1.206
H 0.746 -1.478 0.539
H 1.374 0.028 -1.518
H 0.874 0.847 1.686
*
```

No. 9
Entry from OMol25: 8 unconnected molecules or ions with the total composition C16H48O8S8 at a distorted geometry (ωB97M-V/def2-TZVPD).

DFT total energy ... -4425.141275 Eh
Energy relative to the best compared isomer or geometry (same formula, charge and spin) ... 1088.07 kJ/mol
Kohn-Sham gap ... 8.67 eV

The geometry in ORCA input format:
```
! wB97M-V def2-TZVPD RIJCOSX def2/J DEFGRID3
* xyz 0 1
C 5.123 -2.063 0.270
S 5.190 -2.835 1.927
O 5.156 -1.681 2.909
C 3.505 -3.544 1.896
H 5.230 -2.721 -0.438
H 5.852 -1.321 0.130
H 4.040 -1.678 0.249
H 3.693 -4.322 0.884
H 2.980 -2.638 1.880
H 3.200 -3.983 2.911
C -3.065 -0.689 4.151
S -4.007 -0.544 2.646
O -2.968 -1.017 1.579
C -5.142 -1.856 2.895
H -2.204 0.172 4.266
H -2.617 -1.877 4.182
H -3.714 -0.377 4.958
H -5.533 -1.444 3.705
H -4.684 -2.900 2.759
H -5.845 -1.870 2.153
C 0.577 -4.761 -6.590
S -0.538 -5.535 -5.487
O 0.014 -6.989 -5.353
C -0.091 -4.839 -3.841
H 1.563 -4.975 -6.381
H 0.239 -3.707 -6.604
H 0.438 -4.904 -7.600
H -0.952 -5.265 -3.306
H -0.064 -3.741 -3.810
H 0.666 -5.548 -3.585
C -2.220 2.562 -2.896
S -0.534 2.171 -3.146
O -0.336 1.473 -4.483
C 0.212 3.779 -3.280
H -2.610 1.606 -2.667
H -2.647 3.115 -3.557
H -2.365 3.024 -1.800
H 1.205 3.767 -3.382
H 0.022 4.184 -2.289
H -0.132 4.373 -4.158
C 0.107 -0.385 1.222
S -0.614 -1.359 -0.227
O -0.897 -0.197 -1.250
C 0.766 -2.272 -0.820
H 0.677 -1.014 1.722
H -0.627 0.226 1.846
H 0.986 0.358 0.956
H 1.199 -2.800 0.015
H 1.334 -1.470 -1.532
H 0.388 -2.897 -1.531
C -5.199 2.970 -1.003
S -5.122 2.657 0.867
O -5.718 1.272 1.152
C -3.415 2.309 0.868
H -4.975 1.964 -1.627
H -4.642 3.894 -1.298
H -6.000 3.578 -1.078
H -3.165 1.528 0.148
H -2.896 2.141 1.888
H -2.711 2.952 0.236
C 3.518 2.686 -0.338
S 4.895 1.895 -1.073
O 5.777 1.230 -0.055
C 4.065 0.611 -1.938
H 2.984 2.005 0.440
H 2.624 3.110 -1.075
H 3.844 3.593 0.181
H 3.447 0.904 -2.799
H 3.427 0.161 -1.314
H 4.842 -0.376 -2.398
C 0.808 3.922 5.601
S -0.305 2.617 5.435
O -1.549 3.282 4.875
C 0.479 1.927 4.029
H 1.836 3.593 5.933
H 0.364 4.760 6.187
H 0.965 4.442 4.857
H 0.221 2.814 3.298
H 0.169 0.982 3.778
H 1.475 1.786 4.123
*
```

No. 10
Entry from OMol25: a molecular structure, C5H7N at a distorted geometry (ωB97M-V/def2-TZVPD).

DFT total energy ... -249.283892 Eh
Energy relative to the best compared isomer or geometry (same formula, charge and spin) ... 497.13 kJ/mol
Kohn-Sham gap ... 10.03 eV

The geometry in ORCA input format:
```
! wB97M-V def2-TZVPD RIJCOSX def2/J DEFGRID3
* xyz 0 1
C -1.019 1.018 -0.545
C -0.903 -0.418 -0.327
C 0.478 -1.012 -0.072
C 1.461 0.130 -0.066
N 0.486 0.930 0.722
C -0.202 -0.326 1.052
H -1.398 1.664 0.228
H -1.396 1.348 -1.542
H -1.619 -1.139 -0.726
H 0.616 -2.076 -0.227
H 2.338 -0.144 0.537
H 1.770 0.617 -0.993
H -0.686 -0.569 1.989
*
```

No. 11
Entry from OMol25: C5H4N2 in the gas phase at a distorted geometry (ωB97M-V/def2-TZVPD).

DFT total energy ... -302.309994 Eh
Energy relative to the best compared isomer or geometry (same formula, charge and spin) ... 310.63 kJ/mol
Kohn-Sham gap ... 9.85 eV

The geometry in ORCA input format:
```
! wB97M-V def2-TZVPD RIJCOSX def2/J DEFGRID3
* xyz 0 1
C 2.749 -0.450 0.315
C 1.601 -0.207 0.037
C 0.206 0.028 -0.078
C -0.749 -0.839 -0.563
C -1.975 -0.254 -0.120
N -1.767 0.912 0.470
N -0.436 1.079 0.466
H 3.772 -0.624 0.556
H -0.359 -1.035 -1.549
H -2.988 -0.649 -0.099
H -0.034 1.997 0.567
*
```

No. 12
Entry from OMol25: 2 unconnected molecules or ions with the total composition C5H10O2 at a distorted geometry (ωB97M-V/def2-TZVPD).

DFT total energy ... -346.912542 Eh
Energy relative to the best compared isomer or geometry (same formula, charge and spin) ... 296.39 kJ/mol
Kohn-Sham gap ... 10.19 eV

The geometry in ORCA input format:
```
! wB97M-V def2-TZVPD RIJCOSX def2/J DEFGRID3
* xyz 0 1
O -2.379 0.142 -2.021
C -2.618 0.349 -0.872
C -1.942 1.273 0.158
C -0.523 1.546 -0.195
C 0.405 1.806 0.969
C 1.368 2.754 0.977
H -3.432 -0.227 -0.346
H -2.231 0.853 1.123
H -2.645 2.118 0.072
H -0.396 2.440 -0.811
H -0.073 0.665 -0.647
H 0.241 1.353 1.940
H 2.191 2.526 1.653
H 1.276 3.645 0.376
H 3.655 -5.920 0.207
H 4.432 -5.465 1.371
O 4.448 -6.145 0.688
*
```